(1)
This record from the Open Molecules 2025 dataset describes a molecular structure, C30H59ClP2Si2V at a distorted geometry. The level of theory is the ωB97M-V functional and the def2-TZVPD basis.

```
95
C30H59ClP2Si2V (the ωB97M-V functional and the def2-TZVPD basis)
V 0.0769 0.0087 -0.7105
C -0.4735 -1.0512 -2.4472
C -1.0989 0.2172 -2.4992
C -0.0357 1.1985 -2.5181
Si -2.9660 0.3639 -2.6910
C 1.1937 0.5214 -2.4868
C 0.9332 -0.9028 -2.4519
Si 2.0638 -2.4043 -2.5672
H -0.9941 -1.9939 -2.3797
H -0.1674 2.2630 -2.6129
H 2.1650 0.9777 -2.5573
Cl 1.4487 2.7416 2.3199
C 1.1445 -3.8849 -3.2049
C 3.4940 -2.0791 -3.7072
C -3.6895 -1.2254 -3.3215
C -3.4045 1.7042 -3.9003
H 3.1349 -2.2850 -4.7244
H 4.3140 -2.7748 -3.4878
H 3.8770 -1.0553 -3.6829
H 0.2845 -4.1558 -2.5830
H 1.8327 -4.7373 -3.2519
H 0.7869 -3.6757 -4.2213
H -3.3044 1.2638 -4.9018
H -2.7695 2.5933 -3.8540
H -4.4523 1.9999 -3.7580
H -3.2760 -1.4363 -4.3167
H -4.7753 -1.1028 -3.4176
H -3.4807 -2.0806 -2.6689
C 2.5909 -2.6169 -0.7762
C -3.5085 0.7466 -0.9363
P 2.6505 -0.9862 0.0392
H 3.5405 -3.1693 -0.7117
H 1.8274 -3.2109 -0.2440
P -2.2166 1.7157 -0.0752
H -3.6102 -0.1979 -0.3723
H -4.4950 1.2358 -0.9342
C -3.0131 2.3078 1.5201
C -2.1959 3.3749 -1.0196
C 4.1049 -0.1121 -0.8291
C 3.4132 -1.2807 1.7080
C 2.3928 -0.9844 2.7959
H 4.2027 -0.5200 1.8017
C 4.0262 -2.6737 1.8301
H 3.2988 -3.4600 1.5934
H 4.3538 -2.8262 2.8654
H 4.9042 -2.8182 1.1869
H 2.2223 0.1067 2.8588
H 2.7957 -1.3226 3.7659
H 1.4332 -1.4895 2.5987
H 3.8341 -0.1128 -1.8972
C 5.3975 -0.9094 -0.6393
C 4.2537 1.3385 -0.3449
H 5.3250 -1.9437 -1.0027
H 5.7106 -0.9182 0.4145
H 6.1881 -0.4134 -1.2186
H 3.4676 2.0006 -0.7278
H 5.2140 1.7299 -0.7099
H 4.2492 1.4174 0.7539
H -1.9910 3.1039 -2.0661
C -1.0685 4.2832 -0.5055
C -3.5622 4.0558 -0.9356
H -4.3760 3.4305 -1.3242
H -3.5323 4.9683 -1.5453
H -3.7989 4.3519 0.0950
H -0.0716 3.9521 -0.8201
H -1.0542 4.3558 0.5930
H -1.2154 5.2949 -0.9096
C -2.2776 1.7023 2.7080
C -4.5167 2.0684 1.5394
H -2.7846 3.3862 1.5574
H -4.7812 1.0273 1.3235
H -5.0347 2.7219 0.8266
H -4.8743 2.3003 2.5474
H -2.1964 0.6039 2.5934
H -2.8068 1.9500 3.6384
H -1.2589 2.1526 2.7439
C 0.9747 1.7036 0.2170
H 1.3999 2.4515 -0.4305
H 0.0082 1.9790 0.6814
H 1.7095 1.0572 0.7323
C -0.4415 -3.0518 3.8481
C -1.1256 -1.7212 3.5352
C -2.6347 -1.7752 3.8216
C -0.5055 -0.6165 4.4120
C -0.8941 -1.3672 2.1374
C -0.6193 -0.9065 1.0226
H -0.8293 -3.4376 4.7977
H 0.6461 -2.9238 3.9072
H -0.6382 -3.7840 3.0617
H -2.8282 -2.2489 4.7953
H -3.0352 -0.7491 3.8426
H -3.1473 -2.3371 3.0332
H 0.5521 -0.4957 4.1588
H -1.0020 0.3342 4.1953
H -0.6080 -0.8362 5.4823
```

Its lowest unoccupied orbital energy (spin up / spin down) is -0.074 / 0.059 eV. Its multiplicity is 2. The HOMO energy (spin up / spin down) comes out at -6.6 / -6.4 eV. The energy relative to the best compared isomer or geometry (same formula, charge and spin) comes out at 26.9 kcal/mol. The largest force on an atom comes out at 5.1 eV/Å. The total energy is -104608.4524 eV. The value obtained for the HOMO-LUMO gap (spin up / spin down) is 6.4846 / 6.4813 eV.

Atomic charges from the Löwdin analysis, expressed in e, are listed below:
1 V 0.52
2 C -0.21
3 C -0.34
4 C -0.16
5 Si 0.51
6 C -0.16
7 C -0.35
8 Si 0.51
9 H 0.11
10 H 0.11
11 H 0.11
12 Cl -0.08
13 C -0.17
14 C -0.16
15 C -0.17
16 C -0.16
17 H 0.04
18 H 0.04
19 H 0.03
20 H 0.04
21 H 0.04
22 H 0.04
23 H 0.04
24 H 0.03
25 H 0.04
26 H 0.04
27 H 0.04
28 H 0.04
29 C -0.40
30 C -0.40
31 P 1.04
32 H 0.04
33 H 0.07
34 P 1.05
35 H 0.06
36 H 0.04
37 C -0.52
38 C -0.51
39 C -0.51
40 C -0.52
41 C -0.14
42 H 0.10
43 C -0.12
44 H 0.07
45 H 0.08
46 H 0.06
47 H 0.04
48 H 0.09
49 H 0.03
50 H 0.06
51 C -0.11
52 C -0.10
53 H 0.07
54 H 0.07
55 H 0.08
56 H 0.06
57 H 0.08
58 H 0.08
59 H 0.05
60 C -0.10
61 C -0.12
62 H 0.07
63 H 0.08
64 H 0.07
65 H 0.06
66 H 0.08
67 H 0.08
68 C -0.14
69 C -0.12
70 H 0.09
71 H 0.07
72 H 0.06
73 H 0.08
74 H 0.03
75 H 0.09
76 H 0.04
77 C -0.37
78 H 0.01
79 H -0.08
80 H -0.08
81 C -0.05
82 C -0.63
83 C -0.05
84 C -0.03
85 C -0.16
86 C -0.07
87 H 0.08
88 H 0.07
89 H 0.09
90 H 0.08
91 H 0.07
92 H 0.09
93 H 0.06
94 H 0.06
95 H 0.10

***

(2)
This record from the Open Molecules 2025 dataset describes a molecular structure, C30H59ClP2Si2V at a distorted geometry. The level of theory is the ωB97M-V functional and the def2-TZVPD basis.

```
95
C30H59ClP2Si2V (the ωB97M-V functional and the def2-TZVPD basis)
V -0.3239 -0.1348 -0.0854
C -2.2135 0.3491 -0.8136
C -1.9299 1.0956 0.3672
C -0.7432 1.8858 0.0890
Si -3.0745 1.0555 1.8466
C -0.3108 1.5902 -1.2260
C -1.2146 0.6057 -1.7971
Si -1.3097 -0.1441 -3.5104
H -3.0414 -0.3462 -0.9325
H -0.3137 2.6396 0.7398
H 0.4923 2.0917 -1.7552
Cl 3.4832 -0.6850 1.3547
C -3.0172 -0.8288 -3.8238
C -0.8833 1.1392 -4.7920
C -4.7208 0.3203 1.3581
C -3.3137 2.7834 2.5001
H -1.7900 1.7302 -4.9791
H -0.5926 0.6484 -5.7295
H -0.0881 1.8278 -4.4887
H -3.2969 -1.5826 -3.0770
H -3.0555 -1.2866 -4.8208
H -3.7591 -0.0185 -3.7900
H -4.0568 3.2756 1.8577
H -2.4062 3.3956 2.4977
H -3.7139 2.7394 3.5209
H -5.1981 0.9491 0.5923
H -5.3822 0.2833 2.2341
H -4.6098 -0.6938 0.9522
C -0.0040 -1.5254 -3.4823
C -2.1725 -0.0297 3.1218
P 1.3780 -1.0491 -2.3820
H 0.3358 -1.7721 -4.5015
H -0.4816 -2.4238 -3.0531
P -0.3659 0.1705 2.9628
H -2.4128 -1.0818 2.8877
H -2.5299 0.1840 4.1418
C 0.4052 -0.7456 4.4004
C -0.0534 1.9462 3.5145
C 2.2132 0.3660 -3.3054
C 2.6807 -2.3713 -2.5493
C 2.8057 -3.0844 -1.2090
H 3.6270 -1.8492 -2.7589
C 2.3940 -3.3737 -3.6668
H 1.4023 -3.8285 -3.5440
H 3.1442 -4.1735 -3.6182
H 2.4531 -2.9316 -4.6699
H 3.2935 -2.4541 -0.4560
H 3.3923 -4.0049 -1.3226
H 1.8165 -3.3394 -0.8131
H 1.4177 1.1164 -3.4190
C 2.7121 -0.0435 -4.6906
C 3.3428 0.9725 -2.4630
H 1.9174 -0.4283 -5.3416
H 3.5110 -0.7936 -4.6239
H 3.1346 0.8470 -5.1766
H 2.9589 1.5877 -1.6415
H 3.9562 1.6237 -3.1000
H 4.0036 0.2047 -2.0351
H -0.6593 2.5492 2.8236
C 1.4248 2.3097 3.3214
C -0.5088 2.2195 4.9465
H -1.5743 2.0181 5.1101
H -0.3376 3.2841 5.1577
H 0.0773 1.6410 5.6722
H 1.6717 2.4821 2.2677
H 2.1006 1.5316 3.7062
H 1.6405 3.2392 3.8653
C 1.2206 -1.9029 3.8284
C -0.6120 -1.2564 5.4144
H 1.0940 -0.0380 4.8903
H -1.3764 -1.8679 4.9220
H -1.1052 -0.4546 5.9721
H -0.0876 -1.8863 6.1423
H 0.6335 -2.4530 3.0867
H 1.5180 -2.5862 4.6372
H 2.1271 -1.5549 3.3139
C 2.2069 0.3539 0.6666
H 2.5927 1.3781 0.5668
H 1.3400 0.3025 1.3683
H 1.9385 -0.0827 -0.3247
C 0.4566 -5.6370 0.2189
C 0.6276 -4.6539 1.3797
C -0.2595 -5.1030 2.5445
C 2.0945 -4.6508 1.8337
C 0.2474 -3.2995 0.9345
C -0.0381 -2.1623 0.5558
H 0.6402 -6.6613 0.5689
H 1.1581 -5.4163 -0.5940
H -0.5638 -5.5769 -0.1751
H -0.0379 -6.1474 2.7988
H -0.0786 -4.4879 3.4327
H -1.3139 -5.0226 2.2650
H 2.7486 -4.3134 1.0235
H 2.2309 -3.9721 2.6813
H 2.3995 -5.6579 2.1386
```

Its lowest unoccupied orbital energy (spin up / spin down) is 0.546 / 0.541 eV. Its multiplicity is 2. The HOMO energy (spin up / spin down) comes out at -6.9 / -6.4 eV. The energy relative to the best compared isomer or geometry (same formula, charge and spin) comes out at 0.0 kcal/mol. The largest force on an atom comes out at 6.1 eV/Å. The total energy is -104609.6207 eV. The value obtained for the HOMO-LUMO gap (spin up / spin down) is 7.4291 / 6.9036 eV.

Atomic charges from the Löwdin analysis, expressed in e, are listed below:
1 V 0.47
2 C -0.20
3 C -0.37
4 C -0.20
5 Si 0.52
6 C -0.21
7 C -0.38
8 Si 0.52
9 H 0.11
10 H 0.11
11 H 0.11
12 Cl 0.58
13 C -0.17
14 C -0.17
15 C -0.17
16 C -0.17
17 H 0.04
18 H 0.04
19 H 0.03
20 H 0.04
21 H 0.04
22 H 0.04
23 H 0.04
24 H 0.03
25 H 0.04
26 H 0.04
27 H 0.04
28 H 0.04
29 C -0.40
30 C -0.40
31 P 1.03
32 H 0.04
33 H 0.06
34 P 1.03
35 H 0.06
36 H 0.04
37 C -0.53
38 C -0.54
39 C -0.53
40 C -0.53
41 C -0.16
42 H 0.09
43 C -0.12
44 H 0.07
45 H 0.08
46 H 0.07
47 H 0.02
48 H 0.08
49 H 0.03
50 H 0.06
51 C -0.11
52 C -0.11
53 H 0.07
54 H 0.07
55 H 0.08
56 H 0.05
57 H 0.08
58 H 0.08
59 H 0.05
60 C -0.11
61 C -0.11
62 H 0.07
63 H 0.08
64 H 0.07
65 H 0.05
66 H 0.08
67 H 0.08
68 C -0.15
69 C -0.12
70 H 0.09
71 H 0.07
72 H 0.07
73 H 0.08
74 H 0.03
75 H 0.08
76 H 0.02
77 C -0.57
78 H 0.04
79 H -0.06
80 H -0.06
81 C -0.06
82 C -0.64
83 C -0.06
84 C -0.04
85 C -0.19
86 C -0.08
87 H 0.08
88 H 0.07
89 H 0.09
90 H 0.08
91 H 0.07
92 H 0.09
93 H 0.06
94 H 0.06
95 H 0.09

***

(3)
This record from the Open Molecules 2025 dataset describes a molecular structure, C30H60BaF6N4O32P4 at a distorted geometry. The level of theory is the ωB97M-V functional and the def2-TZVPD basis.

```
137
C30H60BaF6N4O32P4 (the ωB97M-V functional and the def2-TZVPD basis)
Ba -2.6346 -3.0003 2.8401
C -0.5673 1.2453 2.4886
C -0.0974 1.9954 1.3993
C -0.3027 1.4905 -0.0154
O 0.0756 2.1216 -1.0299
C -0.8470 0.2336 -0.2303
C -1.4671 -0.4786 0.8304
C -1.2901 0.0691 2.3289
O -1.6863 -0.6530 3.2805
O -2.0502 -1.5846 0.6584
O 0.6141 2.9925 1.6442
H -0.2152 1.5584 3.4627
H -0.9224 -0.1811 -1.2247
C 2.3659 4.2352 -0.6917
N 3.2271 5.3168 -1.1956
O 3.0965 5.6378 -2.3618
O 4.0679 5.7540 -0.4436
H 3.0278 3.3799 -0.5750
H 1.6023 4.0439 -1.4331
H 1.9750 4.5835 0.2581
C 2.5496 2.5338 3.0342
N 3.5065 1.9499 4.0088
O 4.5119 2.5625 4.2471
O 3.1961 0.8512 4.4335
H 1.5603 2.2613 3.3830
H 2.7531 2.1321 2.0440
H 2.7013 3.6074 2.9706
C 1.2907 6.2097 3.3450
N 2.7274 6.5862 3.5784
O 3.4730 6.4679 2.6373
O 3.0293 6.8945 4.7118
H 0.9362 7.0264 2.7176
H 0.7324 6.2304 4.2747
H 1.2435 5.2252 2.8880
C -3.5826 1.4670 4.6068
N -4.1564 2.5463 5.4472
O -5.1017 3.1514 4.9768
O -3.6829 2.7941 6.5353
H -3.7838 0.5512 5.1606
H -2.5112 1.6319 4.5497
H -4.0796 1.4525 3.6459
C 1.9689 -2.4169 2.6399
O 2.0619 -3.1965 3.8277
P 0.9300 -3.2335 4.9299
O -0.4545 -3.2942 4.4237
O 1.3959 -4.4716 5.7856
C 0.5020 -5.1650 6.6789
O 1.2049 -1.9894 5.8614
C 0.5773 -0.7366 5.5753
H 2.3061 -1.3922 2.8068
H 0.9423 -2.4435 2.2661
H 2.6272 -2.8491 1.8880
H 0.6932 -6.2239 6.5561
H -0.5317 -4.9144 6.4325
H 0.6651 -4.7440 7.6694
H -0.4365 -0.7201 5.9766
H 0.5412 -0.4938 4.5123
H 1.1746 0.0250 6.0718
C -1.6045 -7.1555 0.1792
O -0.3229 -6.5705 -0.0775
P 0.1167 -5.1631 0.5000
O -0.9402 -4.4229 1.2323
O 1.4899 -5.4081 1.3093
C 2.3472 -6.4767 0.9223
O 0.5958 -4.3983 -0.8048
C 0.6085 -2.9805 -0.9580
H -1.9782 -7.4419 -0.8021
H -2.2756 -6.5052 0.7339
H -1.5159 -8.0934 0.7305
H 1.8194 -7.3101 0.4569
H 2.9455 -6.8761 1.7368
H 3.0327 -6.1467 0.1370
H 0.1553 -2.7056 -1.9083
H 1.6160 -2.5604 -0.9737
H 0.1069 -2.5082 -0.1137
C 0.3291 6.7687 -0.4753
O 0.5889 6.6933 -1.8594
P -0.5774 7.0754 -2.9003
O -1.9154 7.2454 -2.3405
O -0.0122 8.3997 -3.6420
C 1.3593 8.4515 -3.9689
O -0.4450 5.9606 -4.0221
C -0.3276 4.5700 -3.7318
H -0.5660 7.3513 -0.2341
H 1.1753 7.2264 0.0368
H 0.0529 5.8183 -0.0083
H 1.5456 7.7090 -4.7635
H 2.0251 8.1289 -3.1672
H 1.6540 9.3792 -4.4550
H -0.3377 4.3374 -2.6630
H 0.6938 4.2449 -3.9569
H -1.0648 4.0421 -4.3265
C -5.4422 -6.7067 -1.8167
O -4.7148 -6.3090 -0.6510
P -4.7716 -4.7685 -0.2244
O -4.0175 -4.4834 1.0256
O -4.3300 -3.9515 -1.5238
C -2.9742 -3.4514 -1.5848
O -6.3405 -4.4767 -0.1545
C -6.7697 -3.1871 0.3039
H -5.7592 -7.7501 -1.8216
H -4.7668 -6.6497 -2.6724
H -6.3442 -6.1147 -1.9565
H -2.4421 -3.9654 -2.3888
H -2.3827 -3.6173 -0.6897
H -3.0341 -2.3922 -1.8135
H -5.9315 -2.5455 0.5745
H -7.4403 -3.2542 1.1595
H -7.3444 -2.7434 -0.5072
C -0.0762 0.4336 -4.4282
C -1.2945 0.2938 -5.3430
O -0.8304 -0.3683 -6.5076
C -1.4908 -0.2112 -7.6456
O -2.5654 0.3102 -7.7277
C -0.8686 -0.9473 -8.8213
F -1.5601 -2.0860 -9.0397
F -0.9218 -0.2348 -9.9374
F 0.3921 -1.3186 -8.5632
H -0.3235 0.8218 -3.4338
H 0.5524 1.2423 -4.8089
H 0.5108 -0.4655 -4.2497
H -1.7263 1.2715 -5.5516
H -2.0612 -0.2783 -4.8161
C 2.9503 0.3761 -0.1374
C 2.9793 0.3268 -1.6615
O 4.1994 -0.1633 -2.1901
C 4.3666 -1.3952 -2.5856
O 3.5523 -2.2702 -2.4986
C 5.6247 -1.5729 -3.4652
F 6.1508 -2.7716 -3.3230
F 5.1982 -1.5141 -4.7466
F 6.4962 -0.5882 -3.3398
H 2.1874 1.0403 0.2636
H 3.8538 0.6865 0.3901
H 2.7208 -0.6580 0.1320
H 2.8855 1.2958 -2.1553
H 2.0764 -0.2004 -1.9778
```

Its lowest unoccupied orbital energy is -1.319 eV. The HOMO energy comes out at -8.0 eV. The largest force on an atom comes out at 3.4 eV/Å. The total energy is -157718.2093 eV. The value obtained for the HOMO-LUMO gap is 6.6716 eV.

Here are the Löwdin charges for atoms 1 to 99, given in e:
1 Ba 2.01
2 C 0.00
3 C -0.33
4 C -0.37
5 O 0.00
6 C 0.00
7 C -0.34
8 C -0.37
9 O -0.29
10 O -0.24
11 O -0.04
12 H 0.10
13 H 0.10
14 C 0.03
15 N -0.44
16 O 0.05
17 O 0.07
18 H 0.10
19 H 0.07
20 H 0.07
21 C 0.03
22 N -0.44
23 O 0.10
24 O 0.04
25 H 0.07
26 H 0.09
27 H 0.09
28 C 0.05
29 N -0.45
30 O 0.07
31 O 0.07
32 H 0.10
33 H 0.09
34 H 0.07
35 C 0.04
36 N -0.45
37 O 0.06
38 O 0.07
39 H 0.10
40 H 0.09
41 H 0.10
42 C -0.07
43 O -0.18
44 P 0.37
45 O -0.41
46 O -0.19
47 C -0.06
48 O -0.18
49 C -0.08
50 H 0.09
51 H 0.07
52 H 0.09
53 H 0.09
54 H 0.07
55 H 0.10
56 H 0.09
57 H 0.06
58 H 0.09
59 C -0.06
60 O -0.20
61 P 0.43
62 O -0.39
63 O -0.20
64 C -0.09
65 O -0.19
66 C -0.07
67 H 0.09
68 H 0.06
69 H 0.10
70 H 0.08
71 H 0.09
72 H 0.10
73 H 0.10
74 H 0.07
75 H 0.06
76 C -0.12
77 O -0.24
78 P 0.41
79 O -0.22
80 O -0.20
81 C -0.12
82 O -0.20
83 C -0.08
84 H 0.09
85 H 0.09
86 H 0.09
87 H 0.09
88 H 0.08
89 H 0.09
90 H 0.07
91 H 0.09
92 H 0.09
93 C -0.09
94 O -0.21
95 P 0.42
96 O -0.42
97 O -0.19
98 C -0.07
99 O -0.21